Entry 1:
A cluster of 13 separate species, C45H85I2NO38S in total in a non-equilibrium geometry. Source: the OMol25 dataset; level of theory: ωB97M-V with the def2-TZVPD basis set.

Geometry (Å):
I: -0.344 2.145 0.638
I: 1.754 -0.327 -2.783
S: -3.373 2.107 -5.949
O: -5.678 0.248 0.240
O: -7.635 -3.259 -9.112
O: 3.064 7.593 -4.697
O: 4.000 7.254 -2.670
O: 7.631 0.534 -0.517
O: 9.172 6.249 -7.101
O: 1.169 1.500 11.348
O: -2.391 -1.866 4.833
O: -7.444 -4.428 -11.033
O: 5.788 -0.721 -0.158
O: -2.440 -6.278 8.528
O: -8.613 -5.677 4.595
O: 2.990 -6.516 9.306
O: -2.180 -4.043 8.724
O: -5.144 1.018 -9.531
O: -7.369 0.337 1.732
O: -8.299 -3.448 4.774
O: 11.468 2.521 1.620
O: -9.414 -4.106 -10.214
O: -6.299 1.341 -11.444
O: 3.128 1.721 12.226
O: -4.722 2.033 -3.079
O: 13.531 2.594 2.251
O: -9.934 -4.356 3.511
O: 7.253 7.123 -7.905
O: 1.689 3.345 -1.078
O: -7.390 0.833 -9.652
O: 1.774 7.130 -3.027
O: -1.585 -2.795 2.942
O: 5.190 -6.278 8.859
O: -5.455 -0.788 2.132
O: 9.021 6.632 -9.219
O: 5.730 1.532 -0.305
O: 12.959 1.172 0.593
O: 2.840 0.175 10.607
O: 3.973 -4.503 9.047
O: -0.981 -0.784 3.446
O: -3.798 -4.984 7.460
N: -2.582 2.138 -2.181
C: -10.263 -3.553 -9.205
C: -8.118 -3.871 -10.029
C: -6.271 -0.025 1.400
C: 4.374 7.819 -5.225
C: -1.041 0.340 4.326
C: -1.346 1.479 -4.149
C: 8.273 7.098 -10.345
C: 8.598 6.271 -5.791
C: 4.502 1.331 12.306
C: 2.696 -3.896 9.271
C: -7.408 0.518 -8.256
C: -5.061 1.613 -12.105
C: -4.238 -3.669 7.095
C: -2.337 -3.974 3.244
C: -8.893 -4.400 4.338
C: 8.403 -0.668 -0.544
C: -7.508 -5.857 5.483
C: -1.322 -6.445 9.404
C: 8.372 6.709 -8.060
C: -0.454 0.403 -4.795
C: -0.256 2.980 -2.420
C: 2.420 1.046 11.323
C: 6.326 0.344 -0.311
C: 10.451 1.981 0.771
C: 4.315 1.479 -0.087
C: -0.030 -0.779 -3.924
C: 3.957 -5.832 9.093
C: 0.563 2.938 -1.143
C: -2.849 1.288 -4.424
C: 12.679 2.013 1.407
C: -6.009 -1.171 3.398
C: -6.178 1.059 -10.147
C: -2.751 -5.005 8.281
C: 5.314 -7.701 8.878
C: 1.608 6.815 -1.643
C: 0.290 0.855 10.422
C: -6.484 1.039 -0.652
C: -3.529 1.864 -3.186
C: 3.042 7.320 -3.394
C: 14.880 2.137 2.131
C: -1.713 -1.822 3.838
C: -10.340 -3.034 3.146
C: -1.129 -1.399 -3.044
C: -6.028 -4.247 -10.962
C: -1.181 1.780 -2.657
H: 1.971 7.626 -1.014
H: 3.960 2.504 -0.114
H: -0.426 -6.001 8.974
H: -1.527 -6.000 10.376
H: -0.422 1.117 3.888
H: -0.681 1.323 10.554
H: -2.062 0.705 4.411
H: 4.250 8.024 -6.284
H: 2.317 -4.152 10.259
H: -1.176 -7.515 9.516
H: -1.088 2.419 -4.647
H: -2.137 -4.672 2.437
H: 0.505 3.015 -3.204
H: -5.775 -3.188 -10.992
H: 5.005 1.500 11.356
H: -5.313 1.823 -13.139
H: -6.218 -0.293 4.005
H: -4.401 0.748 -12.055
H: -6.920 -1.749 3.258
H: -11.188 -3.154 2.478
H: 8.013 8.148 -10.225
H: 7.709 5.644 -5.752
H: -3.565 1.030 -6.717
H: 4.841 8.673 -4.739
H: 0.449 0.890 -5.169
H: 5.040 -8.098 9.853
H: -5.261 -1.789 3.884
H: 4.691 -8.151 8.107
H: -0.971 0.032 -5.686
H: 8.921 6.976 -11.207
H: 10.353 0.910 0.930
H: 1.985 -4.209 8.509
H: -5.628 -4.698 -10.056
H: -0.776 -1.543 -2.022
H: -2.850 1.538 -1.401
H: 2.844 -2.822 9.208
H: -3.402 -3.749 3.281
H: -10.642 -2.468 4.025
H: 9.356 5.873 -5.124
H: 0.217 -0.209 10.638
H: 4.093 1.038 0.883
H: 8.082 -1.327 -1.348
H: -6.709 2.007 -0.210
H: 9.523 2.472 1.046
H: 8.348 7.289 -5.498
H: 7.369 6.505 -10.476
H: 10.672 2.188 -0.274
H: 4.996 6.935 -5.099
H: -2.027 -0.787 -2.988
H: 3.835 0.898 -0.872
H: -4.555 -3.111 7.974
H: -3.081 0.228 -4.526
H: -5.910 1.177 -1.567
H: -7.010 1.343 -7.668
H: 0.539 6.688 -1.488
H: -5.088 -3.804 6.432
H: 0.634 1.003 9.400
H: -2.014 -4.404 4.190
H: -0.901 0.963 -1.995
H: 14.944 1.071 2.338
H: 2.125 5.891 -1.395
H: -4.571 2.478 -11.662
H: -8.451 0.358 -7.997
H: 15.268 2.345 1.135
H: -0.838 3.902 -2.398
H: -6.845 -0.392 -8.062
H: -1.418 -2.384 -3.415
H: 6.359 -7.915 8.675
H: -7.411 0.511 -0.871
H: -10.026 -3.976 -8.231
H: 8.336 -1.191 0.409
H: -6.604 -5.426 5.057
H: -7.714 -5.405 6.452
H: -3.453 -3.129 6.570
H: 9.432 -0.367 -0.717
H: -5.617 -4.747 -11.834
H: 0.324 -1.553 -4.603
H: 4.947 1.958 13.074
H: 4.588 0.284 12.590
H: -9.536 -2.514 2.629
H: 15.451 2.691 2.870
H: -11.277 -3.822 -9.486
H: -10.165 -2.470 -9.174
H: -0.654 0.085 5.311
H: -7.377 -6.928 5.606

Output
HOMO-LUMO gap (eV): 9.610
HOMO level (eV): -9.46
Multiplicity: 1
Total charge: 0
Energy (eV): -154375.8757

Entry 2:
A cluster of 11 separate species, C45H85NO10 in total in a non-equilibrium geometry. Source: the OMol25 dataset; level of theory: ωB97M-V with the def2-TZVPD basis set.

Geometry (Å):
O: 5.826 -0.771 1.334
O: -2.407 3.735 2.545
O: -0.931 5.584 -0.654
O: 1.973 0.473 5.197
O: 1.500 -2.548 3.177
O: -3.619 -3.849 2.216
O: -1.826 -0.377 0.744
O: -0.529 -3.095 -2.559
O: -4.549 -0.144 -3.589
O: 4.065 -3.501 -2.558
N: 3.246 1.759 -3.082
C: 1.467 2.073 -4.623
C: 2.886 1.318 5.907
C: -1.144 -4.158 -3.272
C: -1.581 -3.529 -4.574
C: -3.747 -3.174 -0.075
C: -4.233 -2.889 1.357
C: -3.165 5.372 -1.427
C: 0.214 0.188 -0.292
C: -3.099 4.456 4.631
C: -2.718 -4.293 0.084
C: -2.995 6.630 -0.591
C: -1.512 6.867 -0.693
C: 5.822 1.301 0.311
C: 0.709 -3.185 4.211
C: -3.707 0.841 -3.058
C: 3.647 -2.103 -4.390
C: 4.174 1.383 5.062
C: 4.749 -2.737 -3.555
C: 2.056 -3.530 2.336
C: -1.011 -1.821 -3.020
C: 5.111 -1.038 0.134
C: 0.742 2.812 -3.707
C: -1.890 4.586 -1.068
C: -2.352 2.564 3.345
C: 2.708 -1.732 -3.258
C: 0.394 -1.199 0.376
C: 2.340 0.577 3.837
C: -0.779 -1.111 1.382
C: 3.863 0.484 3.866
C: -3.080 -4.912 1.432
C: 1.175 -4.623 4.280
C: 2.741 1.627 -4.308
C: 2.277 -4.758 3.219
C: -5.664 -0.313 -2.690
C: 6.692 0.307 1.087
C: -2.078 -2.181 -4.064
C: 4.900 0.366 -0.493
C: -3.331 4.628 3.153
C: -2.956 2.932 4.723
C: 1.313 3.056 -2.463
C: 2.727 -3.001 -2.386
C: -5.789 1.015 -1.958
C: -4.617 1.892 -2.402
C: 2.557 2.499 -2.213
C: -1.177 0.710 0.062
H: -4.030 4.789 -1.096
H: 3.009 -3.200 1.915
H: -6.531 -0.637 -3.265
H: -3.952 -5.573 1.304
H: 0.149 -2.041 -0.271
H: 1.442 -3.790 1.460
H: 4.239 -1.678 0.260
H: 2.039 1.586 3.504
H: -5.407 -1.179 -2.070
H: -1.425 -1.318 -2.146
H: 6.424 1.922 -0.354
H: -0.435 -0.686 2.328
H: -4.852 2.597 -3.199
H: -3.925 4.878 5.204
H: 7.622 0.017 0.583
H: -2.293 2.654 5.542
H: 5.119 1.140 5.548
H: 0.338 -5.296 4.068
H: -1.243 -2.095 1.475
H: -0.217 -1.228 -3.474
H: -3.286 -2.254 -0.442
H: -0.263 3.154 -3.920
H: -3.915 2.437 4.866
H: 2.538 -2.709 -1.354
H: -3.312 6.460 0.440
H: 4.047 -0.560 4.135
H: -3.003 1.225 -3.803
H: 3.022 0.869 6.887
H: -2.736 -5.057 -0.688
H: 3.293 -2.783 -5.163
H: -1.244 1.576 0.732
H: -4.570 -3.389 -0.762
H: -5.736 0.905 -0.873
H: -4.370 4.479 2.830
H: 4.189 0.667 2.844
H: 2.475 2.328 5.997
H: 6.995 0.687 2.066
H: -6.745 1.505 -2.145
H: -1.753 1.005 -0.818
H: 2.243 -5.706 2.684
H: -0.480 -5.022 -3.335
H: 5.066 0.396 -1.566
H: -2.964 1.735 2.956
H: -0.755 -3.402 -5.280
H: 3.848 0.592 -0.297
H: 0.788 3.665 -1.739
H: 5.396 -1.988 -3.076
H: -2.023 -4.510 -2.717
H: 3.343 1.119 -5.051
H: 5.783 -1.657 -0.484
H: 2.019 -3.719 -2.792
H: -2.028 3.895 -0.236
H: -1.110 7.466 0.127
H: -2.993 0.397 -2.344
H: -2.149 4.890 4.941
H: -1.358 2.113 3.331
H: -0.357 -3.075 4.021
H: 5.452 -3.415 -4.046
H: -1.822 -3.669 0.108
H: -3.115 5.624 2.755
H: 0.998 0.906 -0.061
H: 3.125 -0.873 -2.730
H: -2.404 -3.976 -5.136
H: 1.384 -1.291 0.812
H: 4.342 2.381 4.641
H: -2.285 -5.511 1.869
H: 0.158 0.065 -1.376
H: -1.305 7.413 -1.626
H: -3.020 -2.320 -3.530
H: 5.252 1.945 0.977
H: 1.035 -2.637 5.095
H: -5.323 -2.859 1.411
H: 1.719 -1.441 -3.606
H: -3.558 7.513 -0.904
H: 3.023 2.668 -1.248
H: -2.269 -1.479 -4.873
H: 1.056 1.929 -5.616
H: -3.824 -1.931 1.685
H: 3.267 -4.706 3.675
H: -1.475 4.067 -1.934
H: 1.531 -4.953 5.256
H: 2.005 -0.156 3.105
H: -3.352 5.493 -2.494
H: 4.125 -1.243 -4.869
H: -4.068 2.396 -1.610

Output
HOMO-LUMO gap (eV): 9.819
HOMO level (eV): -9.23
Multiplicity: 1
Total charge: 0
SMILES: c1ccncc1.C1CCOC1.C1CCOC1.C1CCOC1.C1CCOC1.C1CCOC1.C1CCOC1.C1CCOC1.C1CCOC1.C1CCOC1.C1CCOC1
Energy above the lowest of the compared OMol25 structures with the same formula, charge and spin (eV): 0.0000
Energy (eV): -70002.7463

- HOMO level of number 2 (C45H85NO10)?
  -9.23 eV